Formula: C22H25N4O2PdSe
Source: the Open Molecules 2025 dataset
Level of theory: the ωB97M-V functional and the def2-TZVPD basis

Results
Highest occupied orbital energy (alpha / beta) (eV): -10.8 / -10.8
Calculated total energy (eV): -102092.0239
LUMO energy (alpha / beta) (Eh): -0.2291 / -0.2296

```
! wB97M-V def2-TZVPD RIJCOSX def2/J DEFGRID3
* xyz 1 1
Pd -0.054 -0.066 0.082
C -3.032 0.838 -0.886
N -2.343 -0.298 -0.277
C -2.587 -1.505 -1.085
C -2.034 -1.470 -2.515
C -0.506 -1.340 -2.614
N -0.114 -0.062 -2.085
C 0.576 0.773 -2.774
C 0.868 2.123 -2.387
C 1.567 2.940 -3.283
C 1.802 4.274 -3.021
C 1.338 4.845 -1.830
C 0.685 4.075 -0.908
C 0.417 2.690 -1.134
O -0.225 2.046 -0.244
C -2.811 -0.497 1.104
C -2.331 0.601 2.074
C -1.144 0.217 2.969
N 0.113 0.247 2.260
C 1.146 0.734 2.842
C 2.502 0.778 2.372
C 3.472 1.239 3.271
C 4.816 1.265 2.960
C 5.245 0.837 1.697
C 4.338 0.400 0.776
C 2.930 0.348 1.056
O 2.157 -0.061 0.143
H -4.104 0.626 -0.993
H -2.614 1.046 -1.867
H -2.914 1.737 -0.287
H -3.672 -1.676 -1.156
H -2.144 -2.356 -0.561
H -2.477 -0.652 -3.086
H -2.338 -2.398 -2.997
H -0.207 -1.446 -3.668
H -0.024 -2.137 -2.032
H 0.940 0.470 -3.762
H 1.910 2.516 -4.216
H 2.336 4.884 -3.730
H 1.501 5.894 -1.635
H 0.325 4.492 0.021
H -2.456 -1.475 1.445
H -3.913 -0.530 1.102
H -3.160 0.870 2.730
H -2.043 1.494 1.512
H -1.287 -0.797 3.363
H -1.119 0.909 3.826
H 1.029 1.137 3.857
H 3.154 1.572 4.249
H 5.538 1.605 3.686
H 6.298 0.841 1.459
H 4.650 0.067 -0.203
Se 1.401 -4.673 0.201
C 0.577 -3.162 0.459
N -0.021 -2.167 0.603
*
```

=====

Formula: C30H37BrF4N2Nb
Source: the Open Molecules 2025 dataset
Level of theory: the ωB97M-V functional and the def2-TZVPD basis

Results
Highest occupied orbital energy (eV): -4.6
Calculated total energy (eV): -117152.3760
LUMO energy (Eh): 0.0750

```
! wB97M-V def2-TZVPD RIJCOSX def2/J DEFGRID3
* xyz -1 1
C -4.700 -0.612 -1.424
C -3.531 -1.473 -1.902
C -3.071 -2.611 -0.948
N -3.762 -2.644 0.353
Nb -2.836 -1.702 1.976
Br -3.682 -3.692 3.496
N -2.236 -0.126 0.765
C -2.246 1.092 1.126
C -1.424 2.122 0.373
C -3.046 1.683 2.265
H -4.377 0.133 -0.700
H -5.499 -1.213 -0.992
H -5.111 -0.068 -2.280
H -3.779 -1.887 -2.883
H -2.667 -0.820 -2.039
H -3.208 -3.569 -1.460
H -1.994 -2.501 -0.809
H -4.034 -3.593 0.587
H -4.380 -0.878 2.539
H -1.945 -1.015 3.431
H -1.288 -2.704 1.768
H -0.771 2.668 1.058
H -2.102 2.848 -0.088
H -0.848 1.646 -0.419
H -2.989 2.775 2.240
H -2.687 1.314 3.225
H -4.091 1.399 2.152
F -2.936 1.546 -2.900
C -1.783 1.757 -3.556
C -1.019 2.861 -3.232
C 0.182 3.055 -3.899
C 0.599 2.156 -4.871
C -0.189 1.055 -5.177
C -1.390 0.845 -4.516
H -1.361 3.542 -2.464
H 0.798 3.910 -3.651
H 1.540 2.310 -5.384
H 0.136 0.349 -5.930
H -2.015 -0.014 -4.723
F 1.135 -0.208 9.166
C 0.372 -0.769 8.191
C -1.000 -0.725 8.316
C -1.773 -1.299 7.313
C -1.173 -1.903 6.218
C 0.211 -1.931 6.122
C 0.999 -1.358 7.113
H -1.447 -0.250 9.179
H -2.853 -1.270 7.385
H -1.777 -2.344 5.436
H 0.678 -2.394 5.263
H 2.079 -1.362 7.054
F 4.188 1.144 2.894
C 3.391 0.606 1.937
C 2.025 0.597 2.133
C 1.220 0.049 1.145
C 1.787 -0.484 -0.004
C 3.163 -0.459 -0.178
C 3.982 0.094 0.799
H 1.606 1.008 3.043
H 0.143 0.045 1.247
H 1.147 -0.911 -0.766
H 3.605 -0.870 -1.073
H 5.057 0.131 0.687
F 3.274 -0.554 -3.440
C 4.263 -0.074 -4.213
C 4.857 1.121 -3.856
C 5.879 1.614 -4.654
C 6.286 0.919 -5.785
C 5.670 -0.279 -6.120
C 4.648 -0.788 -5.330
H 4.518 1.643 -2.971
H 6.359 2.547 -4.388
H 7.083 1.310 -6.404
H 5.984 -0.822 -7.001
H 4.155 -1.720 -5.567
*
```

=====

Formula: C30H28Cl2N4O14S4V
Source: the Open Molecules 2025 dataset
Level of theory: the ωB97M-V functional and the def2-TZVPD basis

Results
Highest occupied orbital energy (eV): -11.5
Calculated total energy (eV): -160256.0106
LUMO energy (Eh): -0.1987
ΔE to the lowest compared entry with this formula, charge and spin (kJ/mol): 6.6

```
! wB97M-V def2-TZVPD RIJCOSX def2/J DEFGRID3
* xyz 1 1
V 0.064 0.965 -0.913
Cl -3.340 3.256 1.626
C -1.712 3.051 2.102
C -1.265 3.535 3.350
C 0.037 3.393 3.745
Cl 0.540 4.007 5.269
C 0.992 2.748 2.910
C 2.364 2.553 3.164
C 3.138 1.924 2.222
C 2.562 1.457 1.029
N 1.279 1.613 0.786
C 0.514 2.261 1.691
C -0.818 2.409 1.285
O -1.063 1.917 0.060
H -1.975 4.029 3.998
H 2.794 2.906 4.091
H 4.195 1.771 2.382
H 3.145 0.947 0.274
O 3.520 -0.486 -2.500
S 2.100 -0.576 -2.467
O 1.311 0.060 -3.473
O 1.617 -0.082 -1.062
C 1.616 -2.266 -2.280
C 2.627 -3.198 -2.127
C 2.319 -4.523 -1.846
C 0.997 -4.902 -1.691
C -0.020 -3.966 -1.832
C 0.276 -2.645 -2.136
S -1.173 -1.641 -2.444
O -2.246 -2.248 -1.713
O -1.289 -1.398 -3.836
O -0.930 -0.262 -1.733
H 3.653 -2.870 -2.220
H 3.114 -5.247 -1.738
H 0.744 -5.928 -1.464
H -1.053 -4.263 -1.718
C -2.341 -2.541 6.637
C -2.504 -1.081 6.246
S -2.000 -0.758 4.571
O -0.670 -1.287 4.391
O -2.246 0.629 4.260
C -3.144 -1.719 3.545
C -2.456 -2.676 2.579
N -1.363 -2.034 1.837
C -1.501 -0.938 1.070
N -0.296 -0.489 0.702
C 0.633 -1.358 1.187
C -0.012 -2.308 1.900
N 0.621 -3.386 2.605
O -0.070 -4.246 3.111
O 1.831 -3.377 2.594
C -2.815 -0.325 0.747
H -2.491 -2.648 7.710
H -1.341 -2.897 6.394
H -3.072 -3.180 6.141
H -1.851 -0.424 6.825
H -3.524 -0.709 6.344
H -3.742 -0.971 3.032
H -3.813 -2.277 4.199
H -3.186 -3.047 1.857
H -2.029 -3.522 3.103
H 1.689 -1.259 1.021
H -3.576 -1.096 0.646
H -2.760 0.214 -0.194
H -3.108 0.379 1.530
C 2.384 2.669 -8.139
C 1.792 2.758 -6.762
C 0.531 2.241 -6.487
C -0.010 2.317 -5.214
C 0.729 2.935 -4.220
C 1.990 3.468 -4.459
C 2.515 3.365 -5.731
S 0.048 3.071 -2.626
O 1.064 2.359 -1.681
O -0.137 4.423 -2.233
O -1.078 2.130 -2.494
H 1.711 2.165 -8.829
H 3.327 2.120 -8.117
H 2.594 3.665 -8.531
H -0.034 1.759 -7.274
H -0.973 1.881 -4.988
H 2.550 3.942 -3.664
H 3.501 3.763 -5.933
*
```

=====

Formula: C10H23GeN3O6P2PdS
Source: the Open Molecules 2025 dataset
Level of theory: the ωB97M-V functional and the def2-TZVPD basis

Results
Highest occupied orbital energy (alpha / beta) (eV): -15.7 / -15.3
Calculated total energy (eV): -116895.2662
LUMO energy (alpha / beta) (Eh): -0.3302 / -0.3443
ΔE to the lowest compared entry with this formula, charge and spin (kJ/mol): 210.2

```
! wB97M-V def2-TZVPD RIJCOSX def2/J DEFGRID3
* xyz 2 1
Pd 0.086 0.390 -0.331
N 1.115 2.528 3.059
C 1.938 2.014 1.870
C 3.385 2.473 2.021
P 1.766 0.163 1.928
O 2.221 -0.049 3.439
O 2.682 -0.421 0.902
O 0.280 -0.168 1.792
P 1.054 2.689 0.384
O 1.369 4.219 0.524
O 1.552 2.036 -0.883
O -0.399 2.318 0.657
H 1.426 2.075 3.921
H 0.123 2.315 2.900
H 1.220 3.537 3.171
H 3.832 2.086 2.937
H 3.450 3.562 2.018
H 3.965 2.098 1.178
H 1.915 -0.856 3.883
H 1.324 4.778 -0.269
S 1.130 -0.736 -1.944
C 1.684 -2.369 -1.545
N 2.436 -2.625 -0.474
C 2.925 -3.863 -0.276
C 2.647 -4.847 -1.189
C 1.865 -4.496 -2.286
N 1.384 -3.262 -2.458
H 2.644 -1.801 0.168
H 3.530 -4.005 0.608
H 3.033 -5.849 -1.063
H 1.610 -5.220 -3.050
C -1.945 -1.478 -3.133
Ge -2.415 0.155 -2.187
C -1.629 1.793 -2.898
C -4.336 0.357 -1.908
C -1.885 -0.005 -0.244
H -2.825 -1.820 -3.680
H -1.653 -2.279 -2.453
H -1.147 -1.326 -3.858
H -2.280 2.125 -3.708
H -0.627 1.666 -3.308
H -1.606 2.579 -2.144
H -4.790 0.463 -2.896
H -4.583 1.243 -1.325
H -4.771 -0.520 -1.432
H -1.955 -0.935 0.321
H -2.213 0.834 0.369
*
```

=====

Formula: C4H6O2
Source: the Open Molecules 2025 dataset
Level of theory: the ωB97M-V functional and the def2-TZVPD basis

Results
Highest occupied orbital energy (eV): -9.2
Calculated total energy (eV): -8336.3079
LUMO energy (Eh): 0.0182
ΔE to the lowest compared entry with this formula, charge and spin (kJ/mol): 400.7

```
! wB97M-V def2-TZVPD RIJCOSX def2/J DEFGRID3
* xyz 0 1
O -0.073 -0.891 -1.482
C -0.792 -0.632 -0.433
C -0.377 -0.771 0.962
C -0.012 0.667 0.578
C 0.906 0.413 -1.082
O 2.059 0.167 -0.874
H -1.830 -0.300 -0.591
H 0.499 -1.396 1.121
H -1.159 -0.900 1.705
H -0.797 1.411 0.711
H 0.931 0.992 1.011
H 0.446 1.146 -1.747
*
```

=====

Formula: C20H61N5O8
Source: the Open Molecules 2025 dataset
Level of theory: the ωB97M-V functional and the def2-TZVPD basis

Results
Highest occupied orbital energy (alpha / beta) (eV): 0.7 / -6.4
Calculated total energy (eV): -45554.7073
LUMO energy (alpha / beta) (Eh): 0.0961 / 0.0949
ΔE to the lowest compared entry with this formula, charge and spin (kJ/mol): 45.1
Expectation value of S²: 0.75

```
! wB97M-V def2-TZVPD RIJCOSX def2/J DEFGRID3
* xyz -1 2
O 0.647 -2.568 2.046
H 0.958 -2.668 2.946
H 1.234 -3.118 1.527
O -0.979 -0.343 -0.916
H -0.447 -0.868 -1.514
H -1.868 -0.679 -1.027
O 1.319 -0.146 0.733
H 0.634 0.225 0.177
H 1.002 -1.023 0.950
C 4.432 -2.027 1.699
C 4.708 -0.781 0.864
C 4.505 -0.884 -0.630
O 5.108 -2.123 -0.979
C 4.690 -2.691 -2.224
N 3.920 0.318 1.401
H 5.073 -2.820 1.314
H 3.401 -2.358 1.568
H 4.742 -1.961 2.742
H 5.759 -0.500 0.929
H 4.830 -0.021 -1.209
H 3.422 -0.962 -0.734
H 3.623 -2.665 -2.443
H 4.878 -3.763 -2.167
H 5.187 -2.170 -3.043
H 2.965 0.115 1.140
H 3.808 0.266 2.403
C -0.488 4.540 -4.997
C -0.811 5.055 -3.551
C 0.296 4.657 -2.500
O 0.482 3.249 -2.443
C 1.357 2.835 -1.387
N -0.830 6.479 -3.488
H -1.255 5.005 -5.615
H -0.551 3.453 -5.058
H 0.469 4.880 -5.394
H -1.739 4.531 -3.322
H 0.080 5.054 -1.508
H 1.207 5.075 -2.928
H 1.710 1.869 -1.748
H 0.770 2.775 -0.470
H 2.242 3.453 -1.240
H -1.539 6.829 -4.117
H -0.011 6.832 -3.961
C -0.891 -3.613 -1.170
C 0.543 -3.601 -1.641
C 1.449 -4.637 -1.039
O 1.705 -4.283 0.328
C 2.676 -5.147 0.930
N 0.620 -3.662 -3.127
H -1.048 -3.349 -0.124
H -1.464 -4.516 -1.382
H -1.545 -2.841 -1.574
H 0.980 -2.613 -1.499
H 2.350 -4.764 -1.640
H 0.967 -5.612 -1.112
H 2.374 -6.182 0.771
H 2.727 -5.010 2.010
H 3.679 -5.046 0.516
H 0.053 -4.449 -3.408
H 1.565 -3.951 -3.338
C -2.776 2.998 -0.845
C -2.127 3.055 0.526
C -2.819 3.988 1.521
O -2.695 5.290 1.104
C -3.281 6.314 1.964
N -1.900 1.695 1.048
H -2.153 2.393 -1.503
H -2.718 4.018 -1.224
H -3.833 2.732 -0.823
H -1.103 3.414 0.416
H -2.380 3.924 2.517
H -3.881 3.792 1.375
H -2.751 6.378 2.914
H -4.313 6.055 2.200
H -3.332 7.287 1.474
H -1.530 1.145 0.286
H -1.166 1.768 1.738
C -1.871 -0.435 3.602
C -2.595 -1.803 3.365
C -3.079 -1.938 1.858
O -3.897 -3.114 1.707
C -5.097 -3.101 2.456
N -1.637 -2.904 3.728
H -1.524 -0.188 4.606
H -2.567 0.308 3.215
H -1.000 -0.438 2.947
H -3.384 -1.768 4.116
H -2.222 -2.002 1.188
H -3.586 -1.028 1.539
H -5.782 -3.866 2.091
H -5.697 -2.191 2.493
H -4.957 -3.455 3.477
H -0.892 -2.810 3.052
H -1.134 -2.593 4.546
*
```